## one
# C28H28FN7S4Sr

C28H28FN7S4Sr as an isolated structure (the ωB97M-V functional and the def2-TZVPD basis, OMol25).

```
69
Properties=species:S:1:pos:R:3
Sr -0.04 -0.88 0.43
C -3.35 -1.08 1.84
C -4.36 -1.99 1.14
C -5.53 -1.16 0.59
C -3.79 -2.96 0.10
C -4.24 -4.27 0.20
C -3.85 -5.26 -0.69
C -2.98 -4.91 -1.71
C -2.50 -3.61 -1.87
C -1.60 -3.37 -3.08
C -0.28 -2.67 -2.82
C -2.33 -2.70 -4.25
C -2.90 -2.61 -0.94
N -2.36 -1.30 -1.03
C -3.02 -0.41 -1.79
C -4.24 -0.61 -2.49
C -4.84 0.38 -3.26
C -4.27 1.64 -3.39
C -3.07 1.88 -2.73
C -2.50 0.89 -1.97
F -1.32 1.17 -1.34
H -3.82 -0.60 2.70
H -2.98 -0.30 1.18
H -2.50 -1.65 2.24
H -4.77 -2.63 1.91
H -5.20 -0.46 -0.17
H -6.00 -0.59 1.40
H -6.29 -1.81 0.14
H -4.92 -4.53 1.02
H -4.19 -6.28 -0.58
H -2.66 -5.67 -2.42
H -1.35 -4.38 -3.42
H -0.43 -1.60 -2.66
H 0.39 -2.78 -3.68
H 0.24 -3.09 -1.95
H -2.57 -1.66 -4.03
H -3.27 -3.22 -4.49
H -1.70 -2.73 -5.14
H -4.71 -1.58 -2.41
H -5.77 0.16 -3.76
H -4.73 2.42 -3.99
H -2.56 2.84 -2.79
N 0.44 2.06 0.62
N 1.84 1.95 0.84
C 2.68 2.11 -0.20
N 3.93 1.66 0.02
S 2.23 2.84 -1.66
H 0.33 2.45 -0.31
H 0.08 2.72 1.29
H 2.08 1.25 1.56
H 4.06 0.92 0.71
H 4.49 1.58 -0.81
S -0.09 -0.14 3.16
C 0.92 -1.43 3.80
C 0.30 -2.49 4.48
C 1.01 -3.54 5.06
C 0.30 -4.59 5.75
N -0.29 -5.40 6.32
C 2.40 -3.54 4.96
C 3.04 -2.50 4.29
C 2.34 -1.43 3.70
S 3.26 -0.16 2.95
C 3.19 -4.59 5.57
N 3.82 -5.42 6.06
H -0.78 -2.49 4.55
H 4.12 -2.50 4.23
S 3.59 -4.45 -0.37
C 2.43 -3.34 -0.08
N 1.58 -2.55 0.11
```

Computed properties:
Charge ... -2
Gap between HOMO and LUMO ... 6.24 eV

natural (NBO) atomic charge list, values in e, 5 entries: 1.82, -0.60, -0.24, -0.60, -0.06

## two
# C28H28FN7S4Sr

C28H28FN7S4Sr as an isolated structure (the ωB97M-V functional and the def2-TZVPD basis, OMol25).

```
69
Properties=species:S:1:pos:R:3
Sr 0.01 -2.25 -0.45
C 0.72 0.97 -1.47
C 1.26 2.30 -0.95
C 2.70 2.13 -0.47
C 0.36 2.96 0.07
C -0.02 4.27 -0.18
C -0.85 4.97 0.69
C -1.35 4.31 1.79
C -1.02 2.99 2.07
C -1.72 2.33 3.25
C -2.52 1.11 2.82
C -0.82 2.01 4.44
C -0.11 2.30 1.23
N 0.24 0.97 1.49
C 1.26 0.74 2.31
C 2.12 1.69 2.94
C 3.15 1.31 3.78
C 3.42 -0.02 4.07
C 2.61 -0.99 3.47
C 1.60 -0.60 2.64
F 0.81 -1.60 2.06
H 1.39 0.53 -2.21
H -0.28 1.06 -1.90
H 0.68 0.31 -0.60
H 1.29 3.00 -1.80
H 2.77 1.39 0.33
H 3.10 3.07 -0.08
H 3.33 1.79 -1.29
H 0.36 4.76 -1.07
H -1.13 5.99 0.48
H -2.04 4.82 2.46
H -2.44 3.08 3.60
H -1.82 0.38 2.40
H -3.24 1.34 2.04
H -3.04 0.68 3.68
H -0.19 1.13 4.25
H -1.44 1.79 5.31
H -0.16 2.84 4.68
H 1.94 2.74 2.74
H 3.76 2.09 4.22
H 4.23 -0.30 4.72
H 2.77 -2.05 3.63
N -2.11 -2.17 1.49
N -3.36 -2.32 0.90
C -3.64 -1.65 -0.25
N -4.79 -2.08 -0.88
S -2.73 -0.39 -0.81
H -1.68 -3.07 1.71
H -2.14 -1.55 2.29
H -3.94 -3.11 1.18
H -4.97 -3.07 -0.83
H -4.85 -1.71 -1.82
S -1.15 -3.10 -2.89
C 0.05 -2.77 -4.12
C -0.39 -2.78 -5.45
C 0.45 -2.54 -6.52
C -0.07 -2.57 -7.85
N -0.51 -2.61 -8.92
C 1.81 -2.27 -6.27
C 2.26 -2.26 -4.96
C 1.42 -2.50 -3.87
S 2.17 -2.48 -2.28
C 2.73 -2.02 -7.34
N 3.47 -1.81 -8.19
H -1.44 -2.98 -5.63
H 3.30 -2.06 -4.77
S -0.75 -6.72 2.39
C -0.48 -5.35 1.53
N -0.33 -4.35 0.95
```

Computed properties:
Charge ... -2
Gap between HOMO and LUMO ... 6.16 eV

natural (NBO) atomic charge list, values in e, 5 entries: 1.76, -0.61, -0.22, -0.60, -0.07

Stability verdict: one, ahead by 18.8 kJ/mol

## one
# C3H7NO2

C3H7NO2 as an isolated structure (the ωB97M-V functional and the def2-TZVPD basis, OMol25).

```
13
Properties=species:S:1:pos:R:3
O 3.11 -0.77 -0.52
C 1.83 -0.90 -0.68
C 0.88 -0.19 0.21
N -0.54 -0.31 -0.21
C -1.49 0.35 0.57
O -1.59 1.79 0.42
H 1.35 -1.56 -1.44
H 1.22 0.70 0.73
H 1.42 -1.20 0.58
H -0.66 -0.29 -1.14
H -2.45 0.01 0.31
H -1.46 0.24 1.65
H -1.63 2.14 -0.47
```

Computed properties:
Charge ... +1
Spin multiplicity ... 2
Gap between HOMO and LUMO (alpha / beta) ... 9.82 / 6.10 eV

natural (NBO) atomic charge list, values in e, 5 entries: -0.20, 0.21, -0.11, -0.47, 0.04

## two
# C3H7NO2

A 2-piece molecular cluster, C3H7NO2 overall (the ωB97M-V functional and the def2-TZVPD basis, OMol25).

```
13
Properties=species:S:1:pos:R:3
O 1.01 -1.53 0.89
C 1.23 -0.97 2.05
O 0.82 0.18 2.38
H 1.86 -1.55 2.76
C -0.28 0.09 -1.93
C -1.07 1.07 0.14
N -0.39 0.19 -0.49
H -0.44 -0.97 -2.19
H 0.72 0.47 -2.16
H -1.03 0.71 -2.42
H -1.64 1.83 -0.42
H -0.99 1.05 1.22
H 0.18 -0.56 0.16
```

Computed properties:
Charge ... +1
Spin multiplicity ... 2
Gap between HOMO and LUMO (alpha / beta) ... 11.94 / 7.25 eV

natural (NBO) atomic charge list, values in e, 5 entries: -0.57, 0.58, -0.11, 0.24, -0.44

Stability verdict: two, ahead by 235.3 kJ/mol

## one
# C3H12N2O2

A 3-piece molecular cluster, C3H12N2O2 overall (the ωB97M-V functional and the def2-TZVPD basis, OMol25).

```
19
Properties=species:S:1:pos:R:3
C -1.62 -1.54 0.97
C -0.82 -0.82 -0.05
C 0.40 -1.23 -0.56
N 1.24 -0.40 -1.22
N -1.26 0.45 -0.46
H -2.65 -1.75 0.64
H -1.72 -0.95 1.87
H -1.18 -2.54 1.07
H 0.67 -2.25 -0.35
H 1.56 0.45 -0.79
H 2.13 -0.83 -1.49
H -0.76 0.64 -1.32
H -2.26 0.44 -0.60
H 2.39 2.42 -2.40
H 2.22 2.04 -0.85
O 2.23 2.73 -1.52
H -0.29 0.93 1.56
H -0.20 1.49 3.02
O -0.09 0.71 2.47
```

Computed properties:
Charge ... +1
Spin multiplicity ... 2
Gap between HOMO and LUMO (alpha / beta) ... 10.49 / 8.20 eV

natural (NBO) atomic charge list, values in e, 5 entries: -0.70, 0.32, 0.08, -0.70, -0.71

## two
# C3H12N2O2

A 3-piece molecular cluster, C3H12N2O2 overall (the ωB97M-V functional and the def2-TZVPD basis, OMol25).

```
19
Properties=species:S:1:pos:R:3
C -2.06 -2.17 -3.05
C -1.65 -2.28 -1.57
N -1.39 -0.95 -0.93
C -0.63 -0.04 -1.43
N -0.15 0.98 -0.71
H -1.20 -2.38 -3.66
H -2.89 -2.82 -3.27
H -2.40 -1.16 -3.31
H -0.68 -2.77 -1.50
H -2.40 -2.78 -0.98
H -1.53 -0.91 0.08
H -0.45 -0.10 -2.50
H -0.12 1.85 -1.24
H 0.95 0.46 3.94
H 0.30 -0.20 2.75
O 0.18 -0.08 3.70
H 4.01 4.43 2.65
H 5.51 4.09 2.52
O 4.65 3.71 2.71
```

Computed properties:
Charge ... +1
Spin multiplicity ... 2
Gap between HOMO and LUMO (alpha / beta) ... 9.05 / 5.37 eV

natural (NBO) atomic charge list, values in e, 5 entries: -0.64, -0.23, -0.37, 0.28, -0.29

Stability verdict: one, ahead by 119.8 kJ/mol

## one
# C6H12ClN

A 2-piece molecular cluster, C6H12ClN overall (the ωB97M-V functional and the def2-TZVPD basis, OMol25).

```
20
Properties=species:S:1:pos:R:3
C 2.99 0.04 0.34
C 2.02 -0.82 1.15
C 1.57 0.44 0.40
C -2.13 0.98 0.13
C -1.33 -1.39 -0.29
C -1.51 -0.05 -0.74
N 0.89 0.38 -0.75
Cl 1.22 1.95 1.26
H 3.72 0.64 0.88
H 3.36 -0.54 -0.48
H 1.65 -1.83 0.74
H 2.14 -0.73 2.21
H -2.61 1.69 -0.47
H -2.64 0.55 0.97
H -1.31 1.40 0.71
H -0.75 -1.55 0.52
H -0.96 -1.97 -1.16
H -2.36 -1.89 -0.23
H -1.52 0.26 -1.75
H 0.93 1.20 -1.40
```

Computed properties:
Gap between HOMO and LUMO (alpha / beta) ... 7.19 / 8.77 eV

natural (NBO) atomic charge list, values in e, 5 entries: -0.42, -0.43, 0.07, -0.72, -0.68

## two
# C6H12ClN

C6H12ClN as an isolated structure (the ωB97M-V functional and the def2-TZVPD basis, OMol25).

```
20
Properties=species:S:1:pos:R:3
C -0.74 2.28 0.36
C -0.27 1.04 -0.33
C 0.90 -0.63 -0.33
C 1.92 -1.48 0.42
C -0.47 -0.36 0.24
C -1.58 -1.24 -0.21
H -0.26 3.18 -0.06
H -1.82 2.40 0.21
H -0.46 2.25 1.43
H -0.64 1.08 -1.41
H 1.71 1.29 -0.93
H 0.90 -0.95 -1.43
H 2.91 -1.39 -0.06
H 1.91 -1.25 1.49
H 1.66 -2.57 0.36
H -0.47 -0.30 1.33
H -1.65 -2.17 0.37
H -1.53 -1.53 -1.28
N 1.17 0.83 -0.22
Cl -3.19 -0.48 0.05
```

Computed properties:
Gap between HOMO and LUMO ... 10.25 eV

natural (NBO) atomic charge list, values in e, 5 entries: -0.62, -0.03, -0.03, -0.62, -0.28

Stability verdict: two, ahead by 410.2 kJ/mol

## one
# C15H15LuN5O5S5

C15H15LuN5O5S5 as an isolated structure (the ωB97M-V functional and the def2-TZVPD basis, OMol25).

```
46
Properties=species:S:1:pos:R:3
Lu -0.11 0.36 0.36
O -1.04 -0.85 -1.64
C -2.27 -0.29 -2.10
C -3.24 -0.37 -0.91
N -2.66 0.31 0.25
C -3.06 -0.37 1.49
C -2.03 -1.50 1.80
O -2.44 -2.62 2.10
O -0.82 -1.13 1.72
C -3.00 1.73 0.34
C -2.08 2.41 1.41
O -2.54 3.34 2.06
O -0.92 1.90 1.53
H -0.34 -0.67 -2.30
H -2.66 -0.89 -2.94
H -2.13 0.75 -2.42
H -3.38 -1.42 -0.65
H -4.22 0.05 -1.20
H -4.08 -0.76 1.44
H -2.99 0.34 2.32
H -4.06 1.88 0.61
H -2.82 2.23 -0.62
S 2.29 3.28 -6.58
C 1.87 2.73 -5.08
S 0.59 3.42 -4.13
C 0.70 2.31 -2.76
C 1.68 1.37 -2.84
S 1.99 0.15 -1.65
S 2.66 1.40 -4.30
S -0.43 2.49 -1.48
N 3.47 -0.58 2.93
C 3.35 0.65 3.51
C 2.35 1.29 2.82
N 1.87 0.48 1.85
C 2.55 -0.65 1.93
C 2.31 -1.79 1.09
N 1.29 -1.87 0.25
C 1.38 -3.08 -0.33
C 2.47 -3.76 0.14
N 3.05 -2.93 1.06
H 4.11 -1.30 3.22
H 3.96 0.95 4.33
H 1.95 2.27 2.96
H 0.66 -3.40 -1.06
H 2.86 -4.73 -0.08
H 3.90 -3.12 1.56
```

Computed properties:
Charge ... -1
Gap between HOMO and LUMO ... 5.28 eV

natural (NBO) atomic charge list, values in e, 5 entries: 1.74, -0.75, -0.09, -0.23, -0.49

## two
# C15H15LuN5O5S5

C15H15LuN5O5S5 as an isolated structure (the ωB97M-V functional and the def2-TZVPD basis, OMol25).

```
46
Properties=species:S:1:pos:R:3
Lu -0.29 -0.07 0.09
O 1.62 1.52 1.01
C 1.91 2.66 0.20
C 0.61 3.16 -0.39
N -0.08 2.12 -1.15
C 0.64 1.75 -2.38
C 1.77 0.74 -2.13
O 2.77 0.78 -2.84
O 1.54 -0.08 -1.17
C -1.47 2.50 -1.48
C -2.29 1.27 -1.83
O -3.24 1.37 -2.58
O -1.86 0.17 -1.28
H 2.39 0.94 0.99
H 2.35 3.45 0.81
H 2.62 2.40 -0.59
H -0.05 3.47 0.42
H 0.82 4.04 -1.01
H -0.06 1.24 -3.04
H 1.05 2.62 -2.90
H -1.92 2.95 -0.59
H -1.52 3.20 -2.31
S -5.77 -0.08 5.50
C -4.52 -0.10 4.40
S -3.92 -1.52 3.65
C -2.67 -0.80 2.66
C -2.57 0.54 2.74
S -1.40 1.57 1.95
S -3.72 1.30 3.83
S -1.67 -1.87 1.71
N 2.29 -3.60 1.37
C 2.69 -2.93 2.50
C 2.12 -1.69 2.41
N 1.39 -1.61 1.26
C 1.49 -2.77 0.66
C 0.79 -3.07 -0.59
N -0.09 -2.26 -1.10
C -0.54 -2.83 -2.26
C 0.10 -4.02 -2.45
N 0.96 -4.16 -1.37
H 2.49 -4.56 1.16
H 3.31 -3.38 3.25
H 2.17 -0.88 3.11
H -1.30 -2.36 -2.86
H 0.03 -4.76 -3.22
H 1.58 -4.93 -1.22
```

Computed properties:
Charge ... -1
Gap between HOMO and LUMO ... 5.27 eV

natural (NBO) atomic charge list, values in e, 5 entries: 1.67, -0.70, -0.08, -0.24, -0.48

Stability verdict: two, ahead by 20.2 kJ/mol

## one
# CH6BN

A 2-piece molecular cluster, CH6BN overall (the ωB97M-V functional and the def2-TZVPD basis, OMol25).

```
9
Properties=species:S:1:pos:R:3
B -1.23 0.15 0.27
C 1.19 0.17 0.09
N -0.10 -0.26 -0.35
H -2.78 -0.94 -0.57
H -1.60 0.82 1.09
H 1.51 0.98 -0.47
H 0.99 0.48 1.14
H 2.08 -0.59 0.02
H -0.05 -0.81 -1.22
```

Computed properties:
Gap between HOMO and LUMO ... 9.00 eV

natural (NBO) atomic charge list, values in e, 5 entries: 0.68, -0.40, -0.90, -0.30, -0.11

## two
# CH6BN

One molecule with the formula CH6BN (the ωB97M-V functional and the def2-TZVPD basis, OMol25).

```
9
Properties=species:S:1:pos:R:3
B -1.70 -0.04 0.15
N 0.01 0.65 0.11
C 1.24 -0.13 -0.05
H -2.44 0.63 -0.26
H -1.79 -0.88 1.07
H -0.15 1.09 -0.71
H 2.17 0.37 -0.09
H 1.40 -0.96 0.76
H 1.26 -0.74 -0.98
```

Computed properties:
SMILES string ... BNC
Gap between HOMO and LUMO ... 9.26 eV

natural (NBO) atomic charge list, values in e, 5 entries: 0.56, -0.81, -0.42, -0.13, -0.09

Stability verdict: two, ahead by 25.9 kJ/mol

## one
# CH6BN

One molecule with the formula CH6BN (the ωB97M-V functional and the def2-TZVPD basis, OMol25).

```
9
Properties=species:S:1:pos:R:3
B -1.63 -0.05 -0.01
N -0.08 0.53 -0.15
C 1.22 -0.17 -0.11
H -2.38 0.69 0.08
H -1.83 -1.27 0.12
H 0.04 1.42 0.12
H 1.13 -0.87 0.77
H 1.55 -0.85 -0.91
H 1.98 0.57 0.08
```

Computed properties:
SMILES string ... BNC
Gap between HOMO and LUMO ... 10.08 eV

natural (NBO) atomic charge list, values in e, 5 entries: 0.51, -0.83, -0.41, -0.13, -0.09

## two
# CH6BN

A 2-piece molecular cluster, CH6BN overall (the ωB97M-V functional and the def2-TZVPD basis, OMol25).

```
9
Properties=species:S:1:pos:R:3
B 1.11 -1.97 -0.15
C -0.90 1.10 0.19
N 0.12 0.73 -0.73
H 0.03 -2.17 0.21
H 2.10 -2.49 -0.22
H -0.54 1.14 1.21
H -1.26 2.07 -0.17
H -1.73 0.37 0.07
H 1.06 1.23 -0.41
```

Computed properties:
Gap between HOMO and LUMO (alpha / beta) ... 7.18 / 9.32 eV

natural (NBO) atomic charge list, values in e, 5 entries: 0.41, -0.48, -0.52, -0.15, -0.16

Stability verdict: one, ahead by 442.0 kJ/mol